{
  "formula": "C25H60NO6Si",
  "method": "ωB97M-V/def2-TZVPD",
  "elements": ["H", "H", "H", "H", "H", "H", "H", "C", "O", "C", "H", "H", "H", "O", "H", "C", "H", "H", "C", "H", "O", "C", "H", "C", "H", "H", "H", "H", "H", "H", "H", "O", "H", "C", "H", "H", "H", "C", "C", "H", "H", "H", "H", "C", "H", "C", "H", "H", "H", "H", "H", "C", "H", "H", "C", "H", "C", "H", "C", "C", "H", "C", "H", "H", "Si", "H", "H", "H", "C", "H", "H", "C", "H", "O", "O", "N", "H", "H", "H", "H", "C", "H", "C", "C", "H", "H", "C", "H", "H", "H", "C", "C", "H"],
  "positions_angstrom": [[-8.19337, -0.91138, -1.31011], [3.76792, -5.39225, 3.09538], [5.51793, -4.17120, 5.16136], [0.68868, -1.59263, 2.24058], [0.26595, -1.70397, -1.55319], [1.74756, -3.75860, 1.57067], [1.52902, 5.80202, -3.17004], [2.28237, -2.15872, -1.25110], [-3.20691, 5.44777, -0.16693], [1.64975, -6.14116, 0.48164], [-7.73255, 0.73032, -0.85348], [3.28360, -3.36970, 0.31214], [-3.29494, 7.82920, -1.44619], [3.69079, -4.43721, 3.19013], [-5.77495, -1.53798, -1.49726], [0.76881, -5.16192, 0.33403], [4.27456, -2.96041, -1.08798], [2.84675, 7.72478, -2.24952], [-3.50742, 6.95861, -2.06806], [-1.91711, -0.84770, -1.39097], [-0.19187, 6.81453, -3.42632], [3.24152, -1.37923, 1.76545], [4.37225, -4.34590, 6.50204], [1.23389, 6.83123, -3.37048], [2.99196, 1.23926, 0.88235], [-6.16008, -0.96735, 0.12736], [-5.26194, 1.07220, -0.58424], [0.09270, -4.03454, 2.00275], [1.64664, 7.11016, -4.34579], [-2.06314, -2.47892, -2.04608], [1.23289, 1.21436, 0.76219], [2.07727, 0.15432, -1.25976], [1.36272, 7.47062, -1.31787], [-0.18243, 3.93706, 0.50782], [3.28902, -0.85100, 2.71760], [-2.22334, -4.77102, 1.50561], [1.30618, 5.42113, 0.03480], [0.73304, -1.35793, 1.17182], [0.75538, -3.89552, 1.13870], [-3.41101, -1.55477, 1.67500], [2.49365, -4.57046, 4.88089], [0.58016, -3.42605, -1.63356], [4.21146, -1.26578, 1.28124], [3.26683, -3.21862, -0.75946], [3.47574, -1.37331, -2.87191], [3.44929, -4.13992, 4.56240], [-0.48970, 7.71079, -3.61313], [-1.94052, -0.63862, 1.94989], [2.00990, 0.88043, 2.30705], [2.70131, -2.92166, -3.20718], [-1.01581, 4.63840, 0.54509], [-2.33453, -1.64763, 1.84459], [3.35478, -3.05469, 4.60645], [-2.10071, -5.01560, -0.23891], [-2.81634, 5.73051, -1.51052], [-3.49365, -4.19061, 0.43917], [0.28957, -2.61867, 0.38277], [0.01749, -0.55107, 1.01247], [4.57016, -4.61666, 5.46409], [0.80101, -2.51991, -1.06198], [-1.73966, 5.88565, -1.48492], [2.56049, -1.94795, -2.73605], [-4.59130, 6.82012, -2.09790], [0.17948, 3.75687, 1.52148], [-1.64667, -2.60353, 0.37931], [1.75015, -1.42521, -3.23712], [-3.16634, 7.15804, -3.08482], [1.77684, 2.76771, -0.78401], [2.13477, -0.74959, 0.90566], [2.99945, -4.17090, -1.21510], [4.67247, -5.70328, 5.41439], [0.93029, 4.47908, -0.36678], [-0.55888, 2.99115, 0.10814], [2.06132, 3.62210, -0.43565], [-5.03574, 0.28484, -1.08964], [2.45806, -0.84651, -0.55746], [-4.15640, 5.29353, -0.15325], [3.09561, -2.43090, 1.99089], [-3.40070, -1.77232, -1.14018], [1.62790, -7.02224, -0.14598], [2.09029, 0.73828, 1.22910], [0.00342, -5.28100, -0.42547], [-6.08289, -0.66345, -0.92314], [-7.42006, -0.14985, -1.42055], [1.45881, 8.79097, -2.48996], [-7.35198, 0.12955, -2.47204], [-2.41139, -4.31396, 0.53308], [-2.20066, -2.17441, 2.79114], [-3.00945, 4.86252, -2.15005], [2.43190, -6.08616, 1.23167], [-2.31554, -1.84348, -1.19347], [1.75737, 7.75825, -2.29224], [0.54092, 4.67865, -1.37254]],
  "atomic_forces_ev_per_a": [[0.000, -0.007, 0.005], [0.023, 0.017, 0.022], [-0.003, 0.003, 0.009], [-0.105, 0.088, 0.036], [-0.060, -0.030, -0.066], [-0.071, -0.063, 0.012], [0.022, 0.005, 0.003], [0.122, -0.007, 0.098], [-0.032, 0.040, -0.025], [0.005, 0.031, 0.030], [-0.010, -0.011, 0.008], [-0.003, -0.008, -0.017], [0.008, 0.005, -0.014], [0.013, -0.071, -0.028], [-0.012, -0.008, 0.009], [-0.026, -0.075, -0.048], [0.043, 0.045, 0.051], [0.005, -0.005, -0.002], [-0.010, 0.025, 0.059], [-0.068, 0.054, 0.004], [0.024, 0.045, 0.008], [0.071, -0.059, -0.059], [-0.007, 0.002, 0.004], [-0.007, -0.004, -0.023], [0.035, 0.034, 0.026], [0.012, -0.019, -0.006], [0.041, 0.000, -0.009], [-0.024, -0.010, 0.019], [0.000, -0.022, -0.008], [0.005, 0.031, -0.046], [0.056, 0.061, -0.011], [0.152, 0.071, -0.059], [0.006, -0.002, 0.003], [0.083, -0.038, 0.034], [-0.033, 0.000, 0.040], [0.060, -0.032, 0.005], [-0.023, 0.014, 0.001], [0.050, -0.101, 0.089], [0.078, 0.078, 0.064], [-0.029, -0.013, 0.041], [-0.012, 0.022, -0.007], [0.010, -0.030, 0.028], [0.027, 0.023, -0.002], [0.029, 0.028, -0.029], [0.013, 0.022, 0.005], [-0.025, 0.000, -0.001], [-0.016, -0.019, 0.010], [0.023, 0.030, 0.005], [-0.037, -0.079, 0.045], [-0.069, -0.028, -0.015], [-0.039, -0.036, 0.042], [-0.074, -0.033, -0.030], [-0.010, -0.001, 0.018], [-0.014, -0.018, -0.045], [-0.041, -0.048, 0.000], [-0.027, -0.001, 0.015], [0.012, -0.095, 0.153], [-0.025, 0.057, -0.139], [0.038, 0.005, -0.044], [-0.059, 0.033, -0.019], [0.009, -0.013, -0.013], [0.027, -0.037, -0.072], [0.002, -0.005, -0.019], [0.001, 0.009, -0.002], [0.043, 0.025, 0.011], [0.010, 0.057, 0.003], [0.004, -0.010, -0.006], [0.113, -0.051, 0.000], [0.127, -0.014, -0.074], [0.008, -0.007, -0.028], [-0.008, 0.000, 0.014], [-0.002, -0.040, -0.058], [-0.021, 0.014, -0.011], [-0.061, -0.017, -0.043], [-0.072, 0.020, 0.034], [-0.431, -0.055, -0.027], [0.010, 0.019, -0.003], [0.036, 0.044, -0.010], [-0.032, 0.085, 0.024], [-0.057, -0.052, 0.056], [-0.101, 0.086, 0.125], [-0.004, 0.028, -0.011], [0.000, 0.004, 0.009], [0.025, 0.037, -0.030], [0.017, 0.003, -0.006], [-0.006, -0.007, 0.001], [-0.035, 0.009, -0.026], [0.070, 0.002, 0.023], [0.033, 0.000, -0.006], [0.032, 0.053, -0.076], [0.209, -0.131, -0.051], [-0.043, 0.004, 0.020], [0.003, 0.045, 0.000]],
  "lowdin_spin": [0.000, 0.000, 0.000, 0.001, 0.002, 0.000, 0.000, 0.027, 0.000, 0.000, 0.000, 0.000, 0.000, 0.000, 0.000, 0.000, 0.001, 0.000, 0.000, 0.000, 0.000, 0.006, 0.000, 0.000, 0.000, 0.000, 0.000, 0.000, 0.000, 0.000, 0.000, 0.497, 0.000, 0.000, 0.000, 0.000, 0.000, 0.017, 0.000, 0.000, 0.000, 0.002, 0.002, 0.003, 0.000, 0.000, 0.000, 0.000, 0.000, 0.000, 0.000, 0.000, 0.000, 0.000, 0.000, 0.000, 0.001, 0.001, 0.000, 0.020, 0.000, -0.001, 0.000, 0.000, 0.001, 0.000, 0.000, 0.000, 0.025, 0.000, 0.000, 0.000, 0.000, 0.000, 0.000, 0.397, 0.000, 0.000, 0.000, 0.000, -0.002, 0.000, 0.000, 0.000, 0.000, 0.000, 0.000, 0.000, 0.000, 0.000, 0.000, 0.000, 0.000],
  "homo_energy_ev": [-7.699, -9.077],
  "energy_ha": -1784.12177,
  "homo_lumo_gap_ev": [8.227, 9.603],
  "max_force_ev_per_a": 0.4,
  "multiplicity": 2,
  "charge": 0
}